Entry from the OMol25 dataset: a molecular structure, C46H42N4OP2PtS3 (ωB97M-V with the def2-TZVPD basis set).

Each line ends with the Löwdin charge.
Cartesian coordinates (Å):
Pt 0.00200 0.20829 -0.09852  0.637
O 0.57780 3.41859 0.90639  -0.377
S -0.20249 2.21283 1.14493  0.783
C 0.00938 1.70582 2.84692  -0.379
C -0.16158 2.64354 3.85480  -0.059
C -0.00624 2.24335 5.17434  -0.015
C 0.33210 0.92940 5.46898  -0.011
C 0.60159 0.02526 4.44927  -0.029
C 0.47470 0.41225 3.12188  -0.350
P 1.23316 -0.55120 1.77375  0.961
C 1.38124 -2.27581 2.25284  -0.346
C 2.33848 -2.60421 3.22364  -0.100
C 2.45888 -3.91072 3.66045  -0.043
C 1.63966 -4.90076 3.13090  -0.035
C 0.69516 -4.58258 2.16798  -0.037
C 0.55783 -3.27287 1.73366  -0.077
C 2.93151 0.08331 1.72074  -0.347
C 3.94916 -0.74233 1.23566  -0.101
C 5.24900 -0.27350 1.15362  -0.049
C 5.54880 1.02307 1.55434  -0.048
C 4.54260 1.84896 2.03115  -0.061
C 3.23637 1.38721 2.10957  -0.075
C -1.96013 2.55582 0.93547  -0.368
C -2.74291 3.09574 1.94231  -0.031
C -4.05958 3.43732 1.66506  -0.017
C -4.57871 3.25228 0.39466  -0.011
C -3.79232 2.69559 -0.60510  -0.050
C -2.48232 2.32223 -0.33973  -0.367
P -1.43372 1.55355 -1.60952  0.991
C -2.44922 0.50199 -2.64200  -0.425
C -3.60976 -0.08810 -2.13951  -0.109
C -4.29469 -1.01954 -2.90411  -0.048
C -3.81588 -1.37752 -4.15637  -0.036
C -2.65872 -0.79400 -4.65632  -0.045
C -1.97110 0.14270 -3.90378  -0.109
C -0.95533 2.98351 -2.61729  -0.323
C -1.83134 3.34600 -3.64987  -0.076
C -1.61116 4.50446 -4.37460  -0.044
C -0.52540 5.31642 -4.07416  -0.042
C 0.32574 4.97790 -3.03388  -0.047
C 0.10708 3.82173 -2.30099  -0.105
H -0.39311 3.67313 3.61742  0.128
H -0.15565 2.95757 5.97223  0.128
H 0.42851 0.61688 6.49977  0.127
H 0.93000 -0.97687 4.69107  0.112
H 2.99533 -1.84404 3.62747  0.117
H 3.19778 -4.15942 4.40972  0.120
H 1.74078 -5.92263 3.47082  0.122
H 0.05919 -5.35313 1.75409  0.121
H -0.18190 -3.03968 0.98719  0.037
H 3.73249 -1.76116 0.93896  0.112
H 6.03293 -0.92708 0.79466  0.117
H 6.56750 1.38324 1.50334  0.120
H 4.77030 2.85671 2.35114  0.123
H 2.48026 2.05573 2.49639  0.099
H -2.36675 3.23399 2.94160  0.103
H -4.67834 3.84416 2.45275  0.127
H -5.60404 3.52216 0.18228  0.128
H -4.21193 2.53023 -1.58924  0.122
H -3.98346 0.17701 -1.15805  0.100
H -5.19909 -1.47186 -2.51941  0.124
H -4.34631 -2.11383 -4.74458  0.122
H -2.29204 -1.07004 -5.63551  0.119
H -1.06845 0.59299 -4.29844  0.117
H -2.67956 2.72280 -3.89648  0.107
H -2.28852 4.77329 -5.17344  0.119
H -0.35369 6.22110 -4.64165  0.119
H 1.15466 5.62547 -2.77996  0.119
H 0.73719 3.61057 -1.45633  0.064
S -1.90436 -0.68718 0.95494  0.744
C -1.94564 -1.96521 -0.22886  -1.052
S -0.59640 -1.76240 -1.29574  0.712
C -2.90462 -2.91893 -0.28017  -0.346
C -2.87546 -3.88847 -1.32800  -0.208
N -2.85143 -4.66917 -2.17108  0.206
C -3.96599 -2.87915 0.67436  -0.212
N -4.83261 -2.77601 1.42275  0.203
C 3.59093 2.67936 -1.23405  -0.028
C 2.74869 2.07504 -2.34971  -0.196
N 3.25044 0.78515 -2.79631  -0.057
C 4.29436 0.76600 -3.83357  -0.174
C 5.72278 0.79376 -3.30329  -0.051
C 2.83098 -0.31249 -2.18359  -0.388
C 3.41594 -1.62931 -2.62535  0.027
N 1.94841 -0.33058 -1.20132  -0.050
H 3.15240 3.60888 -0.86833  0.084
H 4.59670 2.91181 -1.57704  0.074
H 3.66066 1.98410 -0.39761  0.052
H 2.68856 2.73608 -3.21448  0.128
H 1.73341 1.90226 -2.01151  0.056
H 4.11628 1.63988 -4.45955  0.127
H 4.13888 -0.10127 -4.47220  0.116
H 5.95309 1.73576 -2.81113  0.067
H 6.41773 0.67462 -4.13393  0.091
H 5.91083 -0.01088 -2.59267  0.067
H 3.08446 -1.85793 -3.63938  0.107
H 3.08260 -2.43670 -1.97745  0.090
H 4.50296 -1.61070 -2.62515  0.085
H 1.87838 -1.29817 -0.91428  -0.025

Kohn-Sham gap   6.5 eV
Total energy   -110708.5937 eV
Total charge   +2
HOMO   -13.3 eV
Maximum force   0.80 eV/Å

Entry from the OMol25 dataset: a molecular structure, C23H23OP2Zn at a distorted geometry (ωB97M-V with the def2-TZVPD basis set).

Each line ends with the Löwdin charge.
Cartesian coordinates (Å):
C 0.43747 0.02578 -5.33092  -0.242
C -0.81862 -0.65030 -5.20956  -0.203
C -0.62030 -1.82916 -4.41526  -0.181
C 0.75822 -1.90315 -4.05606  -0.192
C 1.42033 -0.74482 -4.59424  -0.217
Zn 0.03129 0.15843 -3.15814  0.465
P -0.58217 2.36515 -2.75699  0.752
H 0.64224 0.90760 -5.94301  0.094
H -1.72771 -0.39081 -5.76213  0.094
H -1.34328 -2.64414 -4.29884  0.098
H 2.49740 -0.62261 -4.68556  0.096
H 1.25584 -2.75729 -3.58297  0.103
H -1.52898 2.44462 -1.68386  -0.098
H -1.11611 3.04161 -3.90968  -0.135
H 0.57870 3.04304 -2.24737  -0.102
O 0.07081 0.40405 -1.15223  -0.674
P 0.01112 0.45466 0.43871  0.795
C -1.61947 -0.38577 0.76302  -0.274
C -2.41683 -0.09091 1.89290  -0.120
C -3.39131 -0.99937 2.31486  -0.107
C -3.86375 -1.89854 1.35199  -0.149
C -3.28029 -1.96560 0.08335  -0.119
C -2.14512 -1.19759 -0.21873  -0.126
C 1.66831 -0.30711 0.76983  -0.267
C 2.27081 -1.09160 -0.22425  -0.112
C 3.41418 -1.82932 0.08527  -0.114
C 4.00693 -1.66513 1.35102  -0.144
C 3.48044 -0.78341 2.29067  -0.105
C 2.38649 0.00940 1.91561  -0.115
C -0.04468 1.39770 2.01053  -0.382
C -0.12355 0.62708 3.23129  -0.172
C -0.30783 1.20865 4.48607  -0.106
C -0.21042 2.62096 4.58317  -0.126
C 0.04883 3.40066 3.44553  -0.115
C 0.12244 2.78721 2.16617  -0.106
H -2.23589 0.76628 2.54887  0.093
H -3.68460 -0.99039 3.39562  0.107
H -4.72885 -2.49574 1.57440  0.070
H -3.65940 -2.58578 -0.73374  0.088
H -1.69599 -1.20588 -1.21726  0.069
H 1.87608 -1.08000 -1.23934  0.063
H 3.77379 -2.51876 -0.71426  0.098
H 4.90842 -2.21452 1.56718  0.072
H 3.85410 -0.66822 3.30809  0.093
H 2.06086 0.76694 2.62996  0.089
H -0.06698 -0.46703 3.16683  0.119
H -0.50942 0.58442 5.37687  0.097
H -0.33355 3.07076 5.57246  0.082
H 0.17545 4.50855 3.54692  0.095
H 0.30454 3.38943 1.26719  0.072

Kohn-Sham gap (spin up / spin down)   3.0 / 3.0 eV
Total energy   -93262.5582 eV
Total charge   -1
HOMO (spin up / spin down)   -0.7 / -0.7 eV
Maximum force   3.00 eV/Å